No. 1
Density functional theory data (the ωB97M-V functional and the def2-TZVPD basis) for a cluster of 3 separate species, C25H50BrF3N2O6P in total at a distorted geometry.

The geometry in XYZ format:
```
88
Properties=species:S:1:pos:R:3:mulliken_charge:R:1
C -4.0590 -6.2359 4.2113 -1.280
C -3.9238 -5.1941 3.0956 0.383
C -2.4298 -4.8412 2.9195 -0.946
Br -1.6486 -6.0856 1.6692 -0.030
C -2.1763 -3.3858 2.6503 0.342
C -1.7262 -2.6665 1.6250 0.218
C -1.2981 -3.0322 0.2324 0.560
F -1.0983 -1.8491 -0.4210 -0.358
F -0.1583 -3.6907 0.1859 -0.175
F -2.2329 -3.6820 -0.4298 -0.229
N -1.6934 -1.3477 1.9975 0.166
C -2.1220 -1.2336 3.2418 0.037
P -2.1607 0.4589 3.9777 0.147
C -0.4947 1.0828 3.4996 -1.172
C -2.0202 0.3501 5.8106 -1.135
N -2.4477 -2.4384 3.6583 0.399
C -3.0194 -2.7271 4.9771 -1.618
C -4.4569 -2.1868 5.1725 1.218
C -5.1615 -1.7608 3.8724 -1.550
C -5.3264 -3.2198 5.9051 -1.715
H -3.2218 -6.9252 4.1859 0.341
H -4.9850 -6.7869 4.1388 0.359
H -4.0327 -5.7454 5.1802 0.357
H -4.4284 -4.3035 3.4433 -0.484
H -4.3441 -5.5478 2.1654 0.522
H -1.9512 -5.0588 3.8663 0.607
H -1.3858 -0.6172 1.3748 0.311
H -0.4711 1.4210 2.4718 0.342
H -0.2135 1.8894 4.1613 0.407
H 0.2567 0.3083 3.6310 0.393
H -2.9938 0.2754 6.2712 0.274
H -1.3648 -0.4535 6.1234 0.388
H -1.5966 1.2920 6.1330 0.454
H -3.0642 -3.7990 5.0721 0.537
H -2.3677 -2.3366 5.7414 0.322
H -4.4286 -1.3170 5.8160 0.294
H -4.9352 -0.7258 3.6384 0.313
H -6.2336 -1.7926 4.0189 0.530
H -4.9450 -2.4119 3.0334 0.278
H -4.7371 -3.6941 6.6896 0.371
H -6.1165 -2.6844 6.4111 0.491
H -5.7212 -3.9695 5.2310 0.360
C 1.5763 0.7573 -2.7909 -0.983
O 2.1408 -0.4844 -2.4312 -0.334
C 1.2382 -1.5767 -2.5055 -0.237
C 1.8680 -2.7974 -3.1458 -0.355
O 2.1558 -2.6816 -4.5270 -0.485
C 3.2253 -1.8448 -4.9483 -0.230
C 4.6123 -2.3292 -4.5838 -0.546
O 4.8684 -2.1990 -3.1940 -0.277
C 5.6003 -3.2704 -2.6379 -0.793
H 0.9769 1.1656 -1.9670 0.371
H 2.3935 1.4442 -3.0065 0.303
H 0.9560 0.6721 -3.6889 0.449
H 0.3353 -1.3026 -3.0627 0.298
H 0.9500 -1.8355 -1.4866 0.185
H 1.1305 -3.6032 -3.0799 0.348
H 2.7414 -3.1317 -2.5833 0.163
H 3.0717 -0.8137 -4.6280 0.003
H 3.1645 -1.8466 -6.0390 0.414
H 5.3476 -1.7208 -5.1246 0.402
H 4.7223 -3.3706 -4.9046 0.344
H 5.2539 -4.2363 -3.0201 0.366
H 5.4425 -3.2551 -1.5596 0.226
H 6.6702 -3.1607 -2.8422 0.314
C 1.7571 9.0009 -1.9121 -0.794
O 1.5467 8.0954 -2.9746 -0.294
C 2.3444 8.3519 -4.1196 -0.526
C 2.9293 7.0846 -4.7072 -0.289
O 3.9159 6.4423 -3.9135 -0.455
C 3.5264 5.7737 -2.7256 -0.413
C 2.7102 4.5136 -2.9268 -0.431
O 1.3913 4.8002 -3.3633 -0.333
C 0.8904 3.9032 -4.3307 -0.648
H 1.2374 9.9471 -2.0955 0.321
H 1.3556 8.5470 -1.0064 0.229
H 2.8230 9.1953 -1.7546 0.369
H 3.1566 9.0465 -3.8823 0.349
H 1.7049 8.8182 -4.8797 0.368
H 3.4523 7.3740 -5.6221 0.406
H 2.1452 6.3883 -5.0070 0.080
H 3.0346 6.4537 -2.0286 0.150
H 4.4666 5.4700 -2.2579 0.400
H 2.6438 3.9833 -1.9670 0.359
H 3.2272 3.8668 -3.6450 0.348
H 1.6490 3.6500 -5.0789 0.387
H 0.0623 4.3938 -4.8409 0.300
H 0.5234 2.9896 -3.8528 0.140
```

Results
- ΔE to the lowest compared entry with this formula, charge and spin: 0.00 kJ/mol
- Frontier orbital gap: 7.5 eV
- Net charge: +1
- Spin multiplicity: 1
- HOMO: -10.35 eV



No. 2
Density functional theory data (the ωB97M-V functional and the def2-TZVPD basis) for a structure of composition C25H50ClF3O3P2PtSSi2 at a distorted geometry.

The geometry in XYZ format:
```
88
Properties=species:S:1:pos:R:3:mulliken_charge:R:1
Pt -0.7501 0.0174 -0.1864 3.226
C 1.9705 -0.1436 -2.1156 -0.531
C 1.1626 -1.2928 -2.0545 0.626
C -0.2208 -0.8620 -2.2836 -1.016
Si 1.7871 -2.9235 -1.4240 -0.300
C -0.2027 0.5824 -2.4172 -1.059
C 1.1831 1.0178 -2.2620 0.635
Si 1.8240 2.7289 -1.9284 -0.201
H 3.0579 -0.1534 -2.1001 0.489
H -1.0381 -1.5005 -2.6039 0.704
H -1.0147 1.1744 -2.8265 0.629
Cl -3.7215 0.4160 2.8404 0.000
C 3.6812 2.7694 -1.7429 -0.935
C 1.3029 3.8840 -3.3034 -1.191
C 3.6367 -2.8733 -1.1645 -0.923
C 1.3007 -4.2837 -2.6018 -1.134
H 1.8908 3.6320 -4.1971 0.352
H 1.5183 4.9282 -3.0389 0.338
H 0.2422 3.7935 -3.5643 0.335
H 4.0082 2.1272 -0.9115 0.194
H 4.0171 3.8011 -1.5682 0.388
H 4.1585 2.4069 -2.6628 0.335
H 1.8371 -4.1260 -3.5470 0.359
H 0.2271 -4.2964 -2.8220 0.327
H 1.5944 -5.2636 -2.2030 0.336
H 4.1436 -2.6634 -2.1162 0.334
H 3.9925 -3.8429 -0.7891 0.368
H 3.9147 -2.0825 -0.4507 0.172
C 1.0083 3.1450 -0.2663 -1.157
C 0.9357 -3.1000 0.2553 -0.861
P -0.6346 2.3994 0.0545 -0.756
H 0.9476 4.2406 -0.1784 1.062
H 1.6761 2.8104 0.5496 0.189
P -0.7053 -2.3063 0.4437 -0.731
H 1.5807 -2.6273 1.0147 -0.053
H 0.8770 -4.1697 0.5049 0.972
C -1.2135 -2.7846 2.1903 0.964
C -1.7796 -3.3845 -0.6620 1.510
C -1.7002 3.3427 -1.1805 1.487
C -1.1270 3.0802 1.7187 0.979
C -0.8791 2.0706 2.8304 -0.983
H -2.2188 3.2272 1.6215 0.428
C -0.4239 4.3824 2.1076 -1.652
H 0.6495 4.1981 2.2504 0.276
H -0.8369 4.7049 3.0716 0.532
H -0.5616 5.1971 1.3922 0.326
H -1.5800 1.2276 2.7301 -0.153
H -1.1101 2.5358 3.7978 0.645
H 0.1549 1.6954 2.8400 -0.003
H -1.2569 3.0580 -2.1479 -0.566
C -1.6302 4.8663 -1.0275 -1.725
C -3.1680 2.9129 -1.1697 -1.361
H -0.6232 5.2792 -1.1614 0.285
H -2.0440 5.1910 -0.0632 0.301
H -2.2621 5.3010 -1.8147 0.510
H -3.3117 1.9264 -1.6196 0.136
H -3.7525 3.6308 -1.7593 0.485
H -3.5780 2.8988 -0.1518 0.195
H -1.3371 -3.2396 -1.6602 -0.383
C -3.2356 -2.9203 -0.6980 -1.356
C -1.7335 -4.8709 -0.2996 -1.705
H -0.7341 -5.3133 -0.3886 0.284
H -2.3853 -5.4011 -1.0072 0.506
H -2.1348 -5.0485 0.7074 0.321
H -3.3588 -1.9865 -1.2521 0.119
H -3.6394 -2.7799 0.3128 0.210
H -3.8388 -3.6856 -1.2015 0.477
C -0.9928 -1.6535 3.1798 -0.381
C -0.5091 -4.0285 2.7386 -1.776
H -2.3016 -2.9600 2.0946 0.382
H 0.5605 -3.8328 2.8972 0.233
H -0.6219 -4.9184 2.1198 0.338
H -0.9517 -4.2468 3.7196 0.548
H 0.0131 -1.2209 3.0983 -0.219
H -1.1487 -2.0153 4.2045 0.636
H -1.7379 -0.8627 3.0137 -0.253
C -2.8078 0.0914 0.0922 -1.259
H -3.3411 0.0341 -0.8739 0.181
H -3.1041 -0.7295 0.7631 0.395
H -3.0635 1.0166 0.6403 0.174
F 4.8822 -0.0168 2.9713 -0.233
C 3.6744 -0.5948 2.8044 0.476
F 3.8621 -1.8762 2.3791 -0.196
F 3.0528 -0.6400 4.0004 -0.209
S 2.6589 0.3273 1.5458 0.995
O 2.5562 1.6708 2.0944 -0.805
O 3.3997 0.1922 0.2977 -0.693
O 1.3816 -0.4117 1.5803 -0.947
```

Results
- ΔE to the lowest compared entry with this formula, charge and spin: 0.00 kJ/mol
- Frontier orbital gap (spin up / spin down): 6.1 / 5.4 eV
- Spin multiplicity: 5
- HOMO (spin up / spin down): -5.87 / -9.11 eV



No. 3
Density functional theory data (the ωB97M-V functional and the def2-TZVPD basis) for a cluster of 6 separate species, C25H50ClFN5O16 in total at a distorted geometry.

The geometry in XYZ format:
```
98
Properties=species:S:1:pos:R:3:mulliken_charge:R:1
C 2.7823 -5.9640 1.0487 -1.233
C 3.2187 -4.7178 1.8126 -0.323
C 2.4123 -3.4791 1.4622 -0.377
O 2.3649 -2.6492 2.6612 -0.354
N 2.3691 -1.3068 2.3813 0.242
C 1.2273 -0.6184 2.2532 0.458
N 1.1884 0.6819 2.0018 -0.395
C -0.0989 1.0164 1.9682 -0.333
N -0.8804 -0.0369 2.2011 0.211
C -2.3555 0.0265 2.1984 -0.516
C -3.0441 -0.6364 3.3722 -0.446
N -4.3992 -0.0631 3.4817 -0.614
N -0.0536 -1.1064 2.3734 -0.037
Cl -0.6248 -2.6450 2.6641 0.050
C 3.6293 -0.5809 2.3099 -0.140
F 3.7206 0.2391 3.4058 -0.366
C 4.8213 -1.4986 2.2902 0.160
C 6.1108 -0.7141 2.0419 -1.420
H 3.3443 -6.0827 0.1300 0.301
H 3.0309 -6.8331 1.6492 0.355
H 1.7137 -6.0008 0.8711 0.353
H 4.2780 -4.5196 1.7133 0.243
H 3.0471 -4.8834 2.8755 0.313
H 1.4178 -3.7342 1.1162 0.383
H 2.9572 -2.9117 0.7151 0.365
H -0.4536 2.0168 1.8042 0.513
H -2.7505 -0.3208 1.2495 0.242
H -2.5908 1.0844 2.2515 0.337
H -2.5063 -0.4932 4.3031 0.358
H -3.1246 -1.7039 3.1769 0.396
H -4.9453 -0.7202 4.0271 0.262
H -4.8329 -0.1052 2.5635 0.226
H 3.6282 0.0279 1.4110 0.400
H 4.8826 -2.0133 3.2447 0.408
H 4.7368 -2.2378 1.5030 -0.113
H 6.0315 0.2990 2.4221 0.391
H 6.2987 -0.6568 0.9747 0.347
H 6.9555 -1.2045 2.5037 0.358
C -2.4145 7.5158 0.8736 -0.603
O -1.1222 7.3138 1.4631 -0.347
C -0.8353 6.0522 1.7231 0.809
O -1.5431 5.0971 1.5101 -0.569
O 0.3789 5.9905 2.2775 -0.333
C 0.7552 4.6598 2.5954 -0.570
H -2.5246 8.5837 0.7163 0.265
H -2.4841 7.0020 -0.0822 0.287
H -3.1979 7.1693 1.5436 0.269
H 0.7903 4.0571 1.6867 0.225
H 0.0524 4.2289 3.3094 0.285
H 1.7442 4.6882 3.0423 0.295
C -8.6501 6.8797 0.4610 -0.577
O -8.3029 5.7598 1.2851 -0.347
C -7.0272 5.4053 1.2228 0.791
O -6.1726 5.9258 0.5552 -0.545
O -6.8426 4.3617 2.0360 -0.327
C -5.4996 3.8824 2.0692 -0.588
H -9.7107 7.0569 0.6070 0.209
H -8.0922 7.7639 0.7625 0.305
H -8.4688 6.6576 -0.5881 0.272
H -4.8210 4.6544 2.4273 0.280
H -5.1879 3.5435 1.0819 0.266
H -5.4893 3.0445 2.7619 0.248
C -9.9294 4.4399 -3.5708 -0.592
O -11.2663 4.8127 -3.9030 -0.312
C -11.6522 5.9796 -3.3896 0.817
O -10.9798 6.7010 -2.7005 -0.540
O -12.9044 6.2069 -3.7708 -0.322
C -13.4540 7.4362 -3.2901 -0.621
H -9.7501 3.4816 -4.0493 0.208
H -9.2198 5.1723 -3.9511 0.294
H -9.8167 4.3326 -2.4931 0.264
H -12.8814 8.2836 -3.6613 0.292
H -13.4778 7.4464 -2.2023 0.294
H -14.4681 7.4896 -3.6739 0.220
C 5.4331 -3.7143 -3.0116 -0.678
O 6.1197 -3.4034 -1.7928 -0.236
C 7.4403 -3.5857 -1.8621 0.758
O 8.0418 -3.9617 -2.8298 -0.581
O 7.9650 -3.2864 -0.6767 -0.250
C 9.3868 -3.4411 -0.6036 -0.654
H 4.3787 -3.5272 -2.8278 0.188
H 5.7781 -3.0734 -3.8201 0.325
H 5.5745 -4.7609 -3.2753 0.308
H 9.8814 -2.7811 -1.3129 0.320
H 9.6698 -4.4750 -0.7899 0.264
H 9.6743 -3.1657 0.4065 0.214
C 9.1130 -7.0421 -3.4088 -0.572
O 8.9051 -8.0196 -4.4313 -0.322
C 7.6401 -8.4043 -4.5633 0.784
O 6.7069 -8.0016 -3.9162 -0.551
O 7.5802 -9.3101 -5.5357 -0.332
C 6.2696 -9.8172 -5.7915 -0.628
H 10.1745 -6.8119 -3.4060 0.293
H 8.5533 -6.1362 -3.6223 0.259
H 8.8290 -7.4420 -2.4361 0.277
H 5.6020 -9.0165 -6.1038 0.293
H 5.8715 -10.3155 -4.9098 0.292
H 6.3710 -10.5372 -6.5978 0.221
```

Results
- Frontier orbital gap: 8.9 eV
- Net charge: +1
- Spin multiplicity: 1
- HOMO: -12.11 eV



What is the spin multiplicity in the second record?
5



Which of these has the highest spin multiplicity?
C25H50ClF3O3P2PtSSi2